No. 1
Below is a structure of composition C2H2N2O at a distorted geometry, with properties calculated with wB97M-V/def2-TZVPD.

Geometry (Å):
O1 0.58504 1.31297 -0.11944
C1 1.13814 -0.48860 0.06108
N1 0.14944 -1.17579 0.11316
C2 -1.18471 -0.01641 -0.01090
N2 -0.67397 1.11466 -0.10817
H1 2.20890 -0.40447 0.05643
H2 -2.22283 -0.34236 0.00785


No. 2
Below is a structure of composition C2H2N2O2 at a distorted geometry, with properties calculated with wB97M-V/def2-TZVPD.

Geometry (Å):
O1 1.90040 0.10669 0.34276
C1 0.68576 -0.08206 -0.15038
N1 0.04761 -1.21493 -0.02596
O2 -1.26830 -0.73808 0.06835
C2 -1.23676 0.54437 -0.28336
N2 -0.05763 1.01304 -0.51568
H1 2.11755 -0.68815 0.85374
H2 -2.18863 1.05913 -0.28946


Calculated ΔE to the lowest compared entry with this formula, charge and spin, 89.2 48.5 kcal/mol (same order as the records).
Calculated total energy, -262.021768 -337.347108 Eh (same order as the records).
Calculated gap between HOMO and LUMO, 11.31 11.00 eV (same order as the records).